# 1
Density functional theory data (the ωB97M-V functional and the def2-TZVPD basis) for a structure of composition C3H4FO3Sc at a distorted geometry.

The HOMO energy (spin up / spin down) is -6.07 / -6.23 eV. The energy relative to the best compared isomer or geometry (same formula, charge and spin) comes out at 0.0 kcal per mole.

```
12
Properties=species:S:1:pos:R:3:forces:R:3
Sc -4.171566 2.263181 2.629687 0.00 0.00 0.01
F -0.378392 2.191181 0.351616 -0.04 -0.34 -0.25
O 2.851236 -0.215313 -1.356696 -1.50 0.84 -0.69
O 0.649820 -0.270073 -1.821634 0.90 0.95 -0.33
O 1.705817 -2.137279 -1.305016 -0.48 1.44 -0.52
C 1.754893 -0.775739 -1.535575 0.85 -3.19 1.39
C -1.036338 1.009771 0.288997 -0.53 0.07 1.37
C -0.786350 0.049556 1.181060 0.19 0.14 -1.02
H -1.899247 1.063948 -0.381476 0.58 -0.22 -0.04
H 2.579777 -2.414539 -1.008465 0.28 -0.05 0.05
H -1.320321 -0.896085 1.081350 0.08 0.35 0.20
H 0.050669 0.131391 1.876153 -0.34 0.01 -0.16
```
Positions in Å, forces in eV/Å.

Atomic partial charges in e from the Löwdin method, atoms 1 to 8:
1 Sc 0.099
2 F -0.026
3 O 0.190
4 O 0.234
5 O 0.121
6 C -0.685
7 C -0.284
8 C -0.007

# 2
Density functional theory data (the ωB97M-V functional and the def2-TZVPD basis) for a cluster of 4 separate species, C2H11O4 in total at a distorted geometry.

The HOMO energy is -4.30 eV. The energy relative to the best compared isomer or geometry (same formula, charge and spin) comes out at 27.6 kcal per mole. As for the net charge: -1.

```
17
Properties=species:S:1:pos:R:3:forces:R:3
O -2.426589 -2.638018 0.584102 -0.16 0.33 0.21
O -0.605296 -1.748188 -1.098251 -0.12 0.53 0.17
O 0.989839 0.240748 -0.539084 -2.08 0.25 0.08
O 2.519387 1.222854 2.573446 -0.10 0.20 0.25
C 0.012157 1.246865 -0.268842 1.70 1.20 0.06
C -0.319438 2.019365 -1.545829 1.07 -0.93 -1.59
H -0.890977 0.890533 0.224934 0.02 -0.36 0.03
H 0.248408 2.926705 -1.738385 -0.46 0.74 0.77
H -1.344363 2.051329 -1.891787 -0.36 0.38 0.39
H 1.927588 1.691335 1.968871 0.11 -0.35 0.00
H -1.611287 -2.346220 0.061931 0.03 -0.03 -0.46
H -3.008530 -1.892126 0.389502 0.01 -0.26 0.10
H 0.190934 1.444172 -2.334092 -0.40 -0.44 0.09
H 0.543753 1.938584 0.401047 -0.47 0.16 0.27
H 0.163008 -2.307955 -0.992162 0.25 -0.27 -0.06
H 1.977343 0.526447 2.964052 0.04 0.09 -0.28
H 0.287790 -0.449294 -0.856631 0.93 -1.24 -0.01
```
Positions in Å, forces in eV/Å.

Atomic partial charges in e from the Löwdin method, atoms 1 to 8:
1 O -0.174
2 O -0.417
3 O -0.168
4 O -0.071
5 C -0.354
6 C -0.101
7 H 0.103
8 H 0.053

# 3
Density functional theory data (the ωB97M-V functional and the def2-TZVPD basis) for the molecule C2H4OS2 at a distorted geometry.

The HOMO energy is -9.03 eV. The energy relative to the best compared isomer or geometry (same formula, charge and spin) comes out at 22.4 kcal per mole.

```
9
Properties=species:S:1:pos:R:3:forces:R:3
S -0.564636 1.466546 0.019360 -0.54 0.19 0.22
S 1.809859 -0.385086 -0.129815 -0.32 0.08 0.37
O -1.797611 -1.076442 -0.418681 -0.03 -0.35 -0.48
C -0.720424 -1.089417 0.513325 -2.64 -2.72 1.20
C 0.244962 -0.089813 0.207797 2.48 2.10 -1.17
H -0.338916 -2.119584 0.768997 0.05 1.05 -0.82
H -1.449063 -1.051234 -1.306661 0.17 -0.15 -0.56
H -1.334443 -0.808781 1.347251 0.42 0.31 1.30
H 0.432509 2.363162 -0.019596 0.41 -0.51 -0.07
```
Positions in Å, forces in eV/Å.

Atomic partial charges in e from the Löwdin method, atoms 1 to 8:
1 S 0.799
2 S 0.684
3 O -0.088
4 C -0.427
5 C -1.182
6 H 0.138
7 H 0.081
8 H 0.110

# 4
Density functional theory data (the ωB97M-V functional and the def2-TZVPD basis) for the molecule C2H3NOS2 at a distorted geometry.

The HOMO energy (spin up / spin down) is -8.82 / -8.59 eV. The energy relative to the best compared isomer or geometry (same formula, charge and spin) comes out at 71.7 kcal per mole.

```
9
Properties=species:S:1:pos:R:3:forces:R:3
S 2.139560 0.972295 0.013592 -1.47 0.35 0.04
S 1.566841 -1.012663 0.019551 0.51 -0.17 0.01
O 3.598809 0.966580 -0.034756 0.97 -0.18 -0.03
N 0.066594 -1.411279 -0.001571 0.31 -0.41 -0.01
C -1.115647 -0.772680 -0.030598 -0.48 -0.01 -0.01
C -1.369231 0.544401 0.025017 0.39 0.26 0.01
H -2.374386 0.921481 -0.007740 -0.23 -0.02 0.00
H -0.578752 1.273962 0.114988 0.11 0.07 -0.01
H -1.933786 -1.482099 -0.098481 -0.11 0.11 0.00
```
Positions in Å, forces in eV/Å.

Atomic partial charges in e from the Löwdin method, atoms 1 to 8:
1 S 0.557
2 S 0.686
3 O -0.649
4 N -0.456
5 C -0.336
6 C 0.034
7 H 0.053
8 H 0.008

- Look up the energy relative to the best compared isomer or geometry (same formula, charge and spin) of the first one.
  0.0 kcal per mole

- Number 4 is which compound?
  C2H3NOS2

- energy relative to the best compared isomer or geometry (same formula, charge and spin) of number 2 (C2H11O4)?
  27.6 kcal per mole

Please write out number 2 again, unchanged.
Density functional theory data (the ωB97M-V functional and the def2-TZVPD basis) for a cluster of 4 separate species, C2H11O4 in total at a distorted geometry.

The HOMO energy is -4.30 eV. The energy relative to the best compared isomer or geometry (same formula, charge and spin) comes out at 27.6 kcal per mole. As for the net charge: -1.

```
17
Properties=species:S:1:pos:R:3:forces:R:3
O -2.426589 -2.638018 0.584102 -0.16 0.33 0.21
O -0.605296 -1.748188 -1.098251 -0.12 0.53 0.17
O 0.989839 0.240748 -0.539084 -2.08 0.25 0.08
O 2.519387 1.222854 2.573446 -0.10 0.20 0.25
C 0.012157 1.246865 -0.268842 1.70 1.20 0.06
C -0.319438 2.019365 -1.545829 1.07 -0.93 -1.59
H -0.890977 0.890533 0.224934 0.02 -0.36 0.03
H 0.248408 2.926705 -1.738385 -0.46 0.74 0.77
H -1.344363 2.051329 -1.891787 -0.36 0.38 0.39
H 1.927588 1.691335 1.968871 0.11 -0.35 0.00
H -1.611287 -2.346220 0.061931 0.03 -0.03 -0.46
H -3.008530 -1.892126 0.389502 0.01 -0.26 0.10
H 0.190934 1.444172 -2.334092 -0.40 -0.44 0.09
H 0.543753 1.938584 0.401047 -0.47 0.16 0.27
H 0.163008 -2.307955 -0.992162 0.25 -0.27 -0.06
H 1.977343 0.526447 2.964052 0.04 0.09 -0.28
H 0.287790 -0.449294 -0.856631 0.93 -1.24 -0.01
```
Positions in Å, forces in eV/Å.

Atomic partial charges in e from the Löwdin method, atoms 1 to 8:
1 O -0.174
2 O -0.417
3 O -0.168
4 O -0.071
5 C -0.354
6 C -0.101
7 H 0.103
8 H 0.053